Record 1
Formula: C31H34I2N6O6PbSSe
Source: OMol25
Level of theory: ωB97M-V with the def2-TZVPD basis set

LUMO level (spin up / spin down) = 0.1142 / 0.1142 Ha
electronic energy = -151555.3885 eV
HOMO energy (spin up / spin down) = 0.36 / 0.36 eV
net charge = -2
max |F| = 5.79 eV/Å
HOMO-LUMO gap (spin up / spin down) = 2.75 / 2.74 eV

Each line ends with the Löwdin charge.
Cartesian coordinates (Å):
Pb: -1.16224 -0.72156 -1.37127  0.849
I: -0.99548 2.14960 -4.12554  0.590
C: -2.16864 0.49558 -3.33869  -0.841
I: -0.76174 -3.01397 -3.16632  -0.032
H: -2.20198 -0.18853 -4.16950  -0.114
H: -3.10978 0.96544 -3.12163  -0.091
N: 1.29364 0.22124 -1.79016  -0.004
C: 2.47522 -0.58701 -1.91045  -0.239
C: 3.33641 -0.36926 -3.01329  -0.045
C: 4.43764 -1.18313 -3.23800  -0.105
C: 4.76300 -2.16065 -2.26734  -0.103
C: 3.92996 -2.36761 -1.18647  -0.057
C: 2.71440 -1.64362 -1.00553  -0.113
C: 1.71402 -2.21979 -0.01308  -0.151
C: 1.49767 -3.58468 -0.25304  -0.105
C: 0.73109 -4.40707 0.56297  -0.099
C: 0.24666 -3.87028 1.75301  -0.108
C: 0.51932 -2.54949 2.07349  -0.014
C: 1.27744 -1.71719 1.23983  -0.140
H: 1.27398 0.86646 -0.99648  0.004
H: 1.13614 0.76691 -2.63851  -0.002
H: 3.08986 0.39229 -3.72785  0.097
H: 5.06903 -1.09216 -4.14747  0.099
H: 5.66973 -2.80678 -2.37898  0.105
H: 4.25044 -3.05179 -0.39284  0.122
H: 1.90698 -3.95564 -1.20007  0.102
H: 0.46725 -5.43998 0.28452  0.104
H: -0.35121 -4.46089 2.45254  0.102
H: 0.11550 -2.12241 2.97635  0.120
C: 4.14603 3.77383 -0.71863  -0.051
N: 3.09359 4.43634 -1.47771  -0.129
C: 3.26765 5.36580 -2.51903  -0.055
C: 2.07767 5.88128 -2.79943  -0.062
N: 1.14854 5.25762 -1.97493  -0.132
C: -0.27494 5.51120 -1.96919  -0.071
C: 1.78747 4.39706 -1.13794  -0.699
Se: 0.98128 3.35232 0.22654  0.615
H: 5.09965 4.08962 -1.18596  0.087
H: 4.06543 2.67280 -0.80419  0.089
H: 4.12258 4.01945 0.37528  0.095
H: 4.21803 5.52539 -2.96522  0.106
H: 1.79806 6.64117 -3.48034  0.109
H: -0.41415 6.57040 -2.23850  0.088
H: -0.81005 5.30183 -1.04179  0.060
H: -0.73795 4.87970 -2.76876  0.027
C: 4.83699 0.65424 3.41211  -0.065
N: 3.41447 0.44040 3.16148  -0.099
C: 2.47916 1.18840 3.83098  -0.198
C: 1.16031 1.17659 3.50378  -0.080
C: 0.80906 0.43373 2.37170  -0.362
O: -0.49112 0.24772 1.96185  -0.035
N: 1.69841 -0.44562 1.82049  0.087
C: 3.07890 -0.45104 2.11748  -0.364
O: 3.93437 -1.22584 1.66125  0.030
H: 5.11583 1.69459 3.23260  0.067
H: 5.35378 -0.03992 2.72117  0.077
H: 5.07652 0.35944 4.44869  0.077
H: 2.83670 1.76234 4.67574  0.061
H: 0.44381 1.80086 4.02281  0.097
C: -2.70818 0.77740 1.33235  -0.024
C: -1.60082 1.03825 2.28739  -0.481
O: -1.59648 1.85739 3.20560  0.051
H: -3.59127 1.34411 1.57344  0.089
H: -2.95396 -0.31431 1.40996  0.080
H: -2.35099 1.01426 0.32829  0.007
N: -2.91016 -3.12959 0.25502  0.065
C: -4.29396 -2.96648 0.43172  -0.336
C: -4.72908 -2.44156 1.67211  -0.055
C: -6.07175 -2.16187 1.85804  -0.059
C: -6.97026 -2.23691 0.76797  -0.277
C: -6.48078 -2.58839 -0.50592  -0.070
C: -5.20200 -3.08623 -0.62606  -0.060
S: -8.69311 -1.91623 1.09149  0.444
O: -8.90604 -0.51631 1.54033  -0.402
O: -9.51925 -2.29759 -0.02403  -0.368
O: -8.59302 -2.85451 2.26463  -0.420
H: -2.43717 -3.40872 1.10018  0.064
H: -2.61378 -3.65225 -0.56786  0.033
H: -3.96268 -2.35192 2.40950  0.094
H: -6.36149 -1.73968 2.80856  0.111
H: -7.11384 -2.51077 -1.38902  0.107
H: -4.82032 -3.47381 -1.57622  0.105

Cartesian forces, eV/Å:
0.07 -0.04 -0.58
0.07 -0.13 0.06
1.13 -0.09 0.77
-0.04 0.05 -0.04
-0.26 -0.18 -0.24
-0.51 0.01 0.01
-0.39 -0.15 -0.29
0.04 -0.41 0.25
-0.04 -0.73 0.52
0.49 -0.51 0.28
0.44 -0.11 -0.66
-0.31 0.46 0.52
0.27 0.32 -0.30
1.28 -0.05 0.58
-0.53 -0.30 -0.73
-0.03 -0.23 -0.08
-0.30 0.36 0.18
-0.46 -0.11 -0.40
0.41 0.68 0.58
0.34 -0.05 0.03
0.08 0.04 0.22
-0.18 0.34 -0.20
-0.57 0.13 0.75
-0.86 0.75 0.06
-0.40 0.11 -0.40
-0.31 -0.08 0.45
0.39 0.59 0.06
0.19 0.06 -0.26
0.14 0.08 0.28
0.61 -0.37 0.06
-0.05 0.52 -0.09
0.65 -0.95 0.99
-1.02 -0.31 0.34
0.44 0.01 0.80
-0.82 0.15 -1.55
-1.05 -0.77 0.63
0.74 0.46 -0.76
-0.41 -0.18 0.46
-0.10 0.57 0.02
-0.15 0.00 -1.08
0.47 0.17 -0.12
-0.20 0.36 -0.55
-0.06 -0.34 0.12
0.72 -0.12 0.11
0.20 0.51 0.68
-0.70 -1.16 -0.35
1.82 -1.96 -2.81
-0.99 1.91 2.36
0.24 -0.56 -1.00
-1.99 2.97 2.98
-2.53 0.57 -0.87
2.71 -3.86 -3.37
0.65 0.96 1.91
-1.54 0.76 -0.12
0.02 0.13 0.05
-0.03 0.59 0.47
0.01 0.26 -0.19
0.14 -0.10 -0.05
0.18 -0.24 -0.15
-0.05 -1.43 0.16
2.47 0.44 1.24
-0.21 -1.15 -1.36
-0.16 0.26 0.12
0.07 0.87 -0.44
-0.28 0.06 0.06
0.06 -0.25 -0.44
-0.48 0.68 0.17
-0.45 -0.97 -1.60
0.38 0.53 -0.66
1.14 0.90 -1.48
-0.98 -0.07 1.11
1.50 0.11 -0.15
1.04 0.18 3.99
0.41 -1.30 -0.85
-0.09 -0.39 -0.62
-1.99 0.71 -1.16
0.28 -0.09 -0.14
-0.10 0.04 0.38
0.12 0.30 0.80
-0.45 -0.23 -0.01
-0.11 -0.23 0.36
-0.19 0.23 0.15

***

Record 2
Formula: C31H34N2P2RhS2
Source: OMol25
Level of theory: ωB97M-V with the def2-TZVPD basis set

LUMO level = -0.1238 Ha
electronic energy = -78931.7267 eV
HOMO energy = -10.72 eV
net charge = +1
max |F| = 0.65 eV/Å
HOMO-LUMO gap = 7.35 eV

Each line ends with the Löwdin charge.
Cartesian coordinates (Å):
Rh: 2.03958 1.12560 -1.08952  0.409
S: 1.12565 3.06320 -2.05852  0.345
P: -0.56390 2.06399 -1.53830  0.480
C: 0.06514 0.82059 -0.51023  -0.579
P: 0.43149 1.04717 1.15437  0.521
S: 2.27124 1.95954 1.00746  0.412
C: 0.60891 -0.54797 1.97985  -0.375
C: 1.34364 -0.64279 3.15751  -0.090
C: 1.39506 -1.84524 3.84251  -0.070
C: 0.71233 -2.95253 3.35272  -0.073
C: -0.01360 -2.86025 2.17325  -0.089
C: -0.06529 -1.65761 1.48390  -0.095
C: -0.73571 1.97031 2.16805  -0.336
C: -1.73206 1.30211 2.87480  -0.071
C: -2.67991 2.02953 3.57491  -0.065
C: -2.62540 3.41614 3.57784  -0.062
C: -1.62659 4.08232 2.88028  -0.065
C: -0.68113 3.36210 2.17164  -0.096
C: -1.85170 3.14768 -0.88149  -0.355
C: -3.00099 2.56524 -0.35115  -0.081
C: -4.00330 3.36624 0.16232  -0.069
C: -3.87366 4.74913 0.12380  -0.067
C: -2.73543 5.33071 -0.41438  -0.068
C: -1.71370 4.53116 -0.90601  -0.099
C: -1.31269 1.28544 -2.98447  -0.351
C: -1.80504 2.09826 -4.00360  -0.079
C: -2.36539 1.52552 -5.13167  -0.063
C: -2.44069 0.14169 -5.24303  -0.067
C: -1.96073 -0.66685 -4.22388  -0.073
C: -1.39777 -0.09584 -3.09216  -0.099
H: 1.87470 0.22214 3.53811  0.107
H: 1.96347 -1.91816 4.75997  0.113
H: 0.74615 -3.88889 3.89403  0.112
H: -0.54595 -3.72229 1.79276  0.107
H: -0.62133 -1.57047 0.55820  0.098
H: -1.76326 0.21983 2.88985  0.107
H: -3.45329 1.51286 4.12730  0.111
H: -3.36253 3.98161 4.13237  0.113
H: -1.58367 5.16303 2.88811  0.115
H: 0.10162 3.87482 1.62516  0.096
H: -3.11331 1.48647 -0.34831  0.118
H: -4.89247 2.91495 0.58221  0.113
H: -4.66649 5.37299 0.51495  0.111
H: -2.63779 6.40760 -0.44774  0.111
H: -0.81414 4.98066 -1.30841  0.082
H: -1.74690 3.17715 -3.91570  0.113
H: -2.74500 2.15532 -5.92468  0.111
H: -2.88221 -0.30425 -6.12422  0.110
H: -2.03352 -1.74356 -4.30599  0.106
H: -1.03528 -0.70986 -2.27764  0.076
C: 4.49721 -4.25607 1.07561  -0.069
C: 3.72861 -2.97785 0.79030  -0.186
N: 3.09089 -2.94241 -0.52959  -0.053
C: 2.62353 -4.21106 -1.09011  -0.196
C: 1.35405 -4.71177 -0.41519  -0.055
C: 2.71990 -1.76759 -1.05698  -0.385
C: 2.02449 -1.75742 -2.39303  0.000
N: 2.96281 -0.60606 -0.50459  -0.018
H: 5.03030 -4.13252 2.01664  0.087
H: 5.23436 -4.45728 0.29870  0.090
H: 3.84720 -5.12390 1.18194  0.074
H: 4.43932 -2.15322 0.84011  0.121
H: 2.96495 -2.81025 1.55802  0.111
H: 3.42635 -4.93951 -0.98694  0.112
H: 2.46990 -4.08697 -2.15811  0.109
H: 1.52121 -4.90009 0.64496  0.068
H: 1.02107 -5.64116 -0.87606  0.088
H: 0.55368 -3.97494 -0.50117  0.066
H: 2.70004 -2.11302 -3.17204  0.105
H: 1.71413 -0.74699 -2.66436  0.054
H: 1.13175 -2.37945 -2.39460  0.087
H: 3.34712 -0.63706 0.42937  0.033

Cartesian forces, eV/Å:
0.10 0.11 -0.21
0.05 -0.09 0.03
-0.38 0.05 0.09
0.62 0.17 -0.04
-0.27 -0.02 0.13
-0.05 0.03 0.01
-0.05 0.03 -0.11
0.01 0.04 0.04
0.03 -0.02 0.02
-0.01 -0.03 -0.01
0.00 -0.04 0.07
0.03 -0.01 -0.05
0.16 -0.04 -0.07
0.01 -0.04 0.01
-0.03 0.03 0.04
-0.02 0.00 0.01
-0.01 0.01 0.01
0.03 0.02 -0.01
0.13 -0.02 -0.05
0.01 -0.08 -0.04
-0.07 0.01 0.02
0.02 0.04 0.00
-0.03 0.01 0.04
0.03 -0.08 -0.05
-0.03 0.09 0.06
0.01 0.01 -0.02
0.00 0.00 0.01
0.00 -0.02 0.02
-0.05 -0.02 -0.08
0.01 -0.03 0.08
-0.01 0.00 0.01
0.00 -0.01 0.01
0.00 -0.01 0.01
0.00 0.00 0.03
-0.02 0.02 -0.01
-0.01 0.00 -0.01
-0.01 0.01 0.01
-0.01 0.01 0.01
-0.01 0.01 0.01
0.00 -0.01 -0.01
-0.01 -0.01 0.02
0.00 0.00 0.00
0.00 0.01 0.00
0.00 0.01 0.00
0.01 -0.01 0.00
0.00 0.01 -0.01
0.00 0.00 0.00
0.00 0.00 -0.01
-0.01 0.00 -0.01
0.03 -0.01 0.00
-0.04 -0.01 0.02
0.00 0.07 0.12
0.00 0.03 -0.12
0.01 -0.08 -0.09
0.04 0.01 -0.07
0.01 0.09 -0.08
0.08 0.02 -0.02
-0.36 -0.25 0.14
0.01 0.01 0.02
0.02 -0.01 0.01
0.02 0.00 -0.01
0.01 0.04 -0.01
0.03 0.04 0.04
-0.06 0.02 -0.02
0.00 -0.02 0.01
0.00 0.01 0.03
0.01 -0.02 -0.01
0.00 -0.01 -0.02
-0.02 -0.05 0.00
0.02 -0.03 0.04
-0.02 -0.01 0.03
0.06 0.00 0.04

***

Record 3
Formula: C31H34N8O2S2W
Source: OMol25
Level of theory: ωB97M-V with the def2-TZVPD basis set

LUMO level = -0.2322 Ha
electronic energy = -72196.0607 eV
HOMO energy = -12.21 eV
net charge = +2
max |F| = 0.82 eV/Å
HOMO-LUMO gap = 5.89 eV

Each line ends with the Löwdin charge.
Cartesian coordinates (Å):
W: -0.49276 0.16035 -0.31683  1.395
C: 0.46041 6.65662 -1.13012  -0.034
C: 0.36751 5.17044 -0.91363  -0.246
C: 1.45359 4.34258 -1.08800  0.039
C: 1.46630 2.93275 -0.91398  -0.126
C: 2.73489 2.39150 -0.97011  -0.059
N: 3.16047 1.15454 -0.76779  0.020
C: 4.57384 0.90775 -0.46860  -0.144
C: 5.05181 1.78512 0.68988  -0.146
C: 4.59525 1.36192 2.08611  -0.116
N: 3.25189 0.75131 2.14835  0.102
C: 3.05827 -0.31736 2.85413  0.025
C: 1.91448 -1.14673 2.96387  -0.097
C: 2.11297 -2.29336 3.76569  0.048
C: 1.18740 -3.30399 3.87812  -0.233
C: 1.39969 -4.51107 4.74599  -0.023
C: 0.02836 -3.14237 3.12575  0.062
C: -0.21035 -2.03853 2.31008  -0.135
C: -1.49165 -2.00863 1.65481  -0.121
N: -1.84235 -1.24734 0.68810  -0.114
C: -3.29698 -1.22170 0.42443  -0.184
C: -3.95054 -0.12394 1.27379  -0.131
C: -2.94186 0.92204 1.73648  -0.190
N: -1.98479 1.34997 0.70911  -0.124
C: -1.96783 2.63778 0.43167  -0.074
C: -0.88272 3.19179 -0.23410  -0.174
C: -0.78671 4.55989 -0.42001  0.059
C: 0.16314 2.24332 -0.69855  -0.382
O: -0.29326 1.44870 -1.73668  -0.262
C: 0.71179 -0.96916 2.22754  -0.314
O: 0.49662 0.12837 1.54304  -0.267
H: 0.73364 6.88792 -2.15984  0.089
H: 1.20932 7.10907 -0.47889  0.089
H: -0.49275 7.14101 -0.92546  0.082
H: 2.40225 4.80660 -1.34321  0.135
H: 3.53298 3.10358 -1.15232  0.135
H: 2.49556 0.38931 -0.70542  -0.004
H: 5.17750 1.11058 -1.35445  0.132
H: 4.68091 -0.15311 -0.24196  0.132
H: 4.75263 2.81646 0.50479  0.106
H: 6.14234 1.79722 0.70626  0.130
H: 4.62529 2.21551 2.76360  0.137
H: 5.27660 0.60694 2.47519  0.127
H: 2.46616 1.13188 1.62666  0.142
H: 3.93236 -0.65525 3.40313  0.149
H: 3.04985 -2.37714 4.30610  0.133
H: 2.41234 -4.53779 5.14368  0.085
H: 1.23125 -5.42949 4.18414  0.093
H: 0.70840 -4.50777 5.58950  0.096
H: -0.73028 -3.91790 3.15447  0.138
H: -2.24090 -2.68646 2.05861  0.136
H: -3.71079 -2.20479 0.65131  0.124
H: -3.45988 -1.02676 -0.62510  0.075
H: -4.40605 -0.55679 2.16605  0.123
H: -4.75349 0.34209 0.70228  0.121
H: -2.35525 0.52787 2.56996  0.120
H: -3.47166 1.79418 2.12127  0.123
H: -2.78626 3.26926 0.77291  0.146
H: -1.63332 5.17724 -0.13450  0.138
S: 0.97740 -1.35463 -0.88862  0.268
C: -0.75245 -4.03697 -3.01896  -0.593
S: 0.37234 -3.35416 -3.77918  0.938
C: -1.71797 -4.61728 -2.29950  -0.299
C: -1.63125 -4.55962 -0.87456  -0.152
N: -1.54345 -4.50618 0.27036  0.217
C: -2.85002 -5.19698 -2.95035  -0.200
N: -3.77520 -5.60127 -3.49871  0.204
C: -3.60747 -2.11519 -4.32359  -0.003
N: -2.79929 -0.90683 -4.11262  -0.153
C: -2.52712 -0.03056 -5.26102  0.012
C: -2.30306 -0.62592 -2.95376  -0.187
N: -1.85097 -0.35490 -1.92249  0.068
H: -4.55835 -1.83306 -4.77244  0.107
H: -3.79634 -2.60451 -3.37183  0.084
H: -3.08482 -2.80186 -4.98906  0.097
H: -3.47230 0.28566 -5.69900  0.103
H: -1.94384 -0.57377 -6.00373  0.102
H: -1.97145 0.84199 -4.92822  0.102

Cartesian forces, eV/Å:
0.44 -0.59 -0.36
0.00 0.00 0.00
0.06 -0.01 -0.02
-0.04 0.07 0.00
0.07 -0.07 -0.03
-0.06 0.05 0.03
0.04 -0.07 -0.01
-0.03 0.02 0.02
0.02 -0.02 -0.01
-0.03 0.01 0.01
0.04 -0.03 0.01
0.01 -0.01 -0.03
0.01 -0.01 -0.01
-0.01 0.00 0.00
0.00 0.01 -0.01
0.00 0.00 0.00
0.00 0.00 0.00
0.01 -0.02 0.01
-0.01 0.01 -0.02
-0.06 0.01 0.02
0.03 -0.01 0.00
0.00 0.01 0.01
0.00 -0.02 0.00
-0.14 0.23 0.07
-0.03 -0.09 0.04
0.04 0.07 0.03
-0.05 -0.07 -0.02
0.02 -0.07 0.01
-0.11 0.11 -0.03
-0.01 -0.02 0.01
-0.06 0.09 0.09
0.00 0.00 0.00
0.00 0.00 0.00
0.00 0.00 0.00
0.00 0.00 -0.01
0.01 0.00 -0.01
0.00 0.03 0.00
0.00 0.01 0.00
0.01 0.00 -0.01
0.01 0.00 0.00
0.00 -0.01 -0.01
-0.02 0.01 -0.01
0.00 0.02 0.03
-0.02 0.03 0.03
0.00 0.00 0.00
0.00 0.00 0.00
0.00 0.00 0.00
0.00 0.00 0.00
0.00 0.00 0.00
0.00 0.00 0.00
0.00 0.01 0.00
0.01 0.00 0.02
-0.01 -0.03 0.00
-0.02 0.01 -0.01
0.02 0.02 -0.01
0.00 0.00 0.00
-0.01 -0.01 0.01
0.02 0.02 0.03
0.01 0.00 0.01
-0.24 0.31 0.11
0.12 0.01 0.05
-0.03 -0.02 -0.08
-0.07 0.07 0.04
0.04 -0.10 -0.01
-0.03 0.03 -0.02
0.02 0.00 0.00
-0.01 0.00 0.00
-0.01 0.02 0.01
-0.04 0.02 0.01
0.00 0.01 0.00
0.15 -0.01 -0.08
-0.07 -0.03 0.10
0.00 0.00 0.00
0.00 0.00 -0.01
0.00 0.00 0.00
0.00 0.00 0.00
0.00 0.00 0.00
0.01 0.00 0.00